Entry from OMol25: an isolated ion of composition C4H11N2O and charge +1 (ωB97M-V/def2-TZVPD).

The multiplicity is 1. The SMILES is CC(=[NH2+])OCCN. The net charge is +1. The calculation puts the largest force on an atom at 4.70 eV Å⁻¹. For the LUMO energy, the calculation gives -2.873 eV.

Element x y z (Å)
C  -1.137  0.558  1.269
C  -0.877  -0.220  0.010
N  -1.814  -0.369  -0.902
O  -0.076  -1.267  0.096
C  1.226  -0.974  0.553
C  1.765  -0.080  -0.677
N  0.632  0.893  -0.893
H  -1.383  -0.163  2.134
H  -2.223  1.035  1.313
H  -0.323  1.231  1.483
H  -2.884  -0.022  -0.869
H  -1.657  -1.010  -1.639
H  1.770  -1.900  0.616
H  1.362  -0.426  1.528
H  2.635  0.582  -0.374
H  1.679  -0.767  -1.505
H  0.802  1.736  -0.287
H  0.504  1.163  -1.855



Entry from OMol25: a 2-piece molecular cluster, C4H11N2O overall (ωB97M-V/def2-TZVPD).

The multiplicity is 3. The net charge is +1. The calculation puts the largest force on an atom at 9.76 eV Å⁻¹. For the LUMO energy (spin up / spin down), the calculation gives -3.914 / -5.629 eV.

Element x y z (Å)
C  0.894  -0.575  2.598
C  -0.793  -0.599  -1.840
C  -0.452  1.708  -2.766
C  -0.022  0.383  -2.305
N  0.023  -0.434  1.700
N  0.894  -1.508  3.516
O  -0.142  0.721  1.013
H  1.536  0.354  2.879
H  -1.818  -0.360  -1.658
H  -0.458  -1.641  -1.633
H  -0.752  -1.067  1.669
H  0.241  2.340  -2.293
H  -1.383  1.798  -2.423
H  -0.533  1.743  -3.879
H  0.965  0.057  -2.533
H  1.605  -1.586  4.254
H  0.070  -1.971  3.576
H  0.126  0.638  0.126



Entry from OMol25: an isolated ion of composition C4H11N2O and charge +2 (ωB97M-V/def2-TZVPD).

The multiplicity is 2. The net charge is +2. The calculation puts the largest force on an atom at 2.56 eV Å⁻¹. For the LUMO energy (spin up / spin down), the calculation gives -9.874 / -13.531 eV.

Element x y z (Å)
O  -2.043  -1.434  2.324
C  -1.441  -1.471  1.299
C  -0.788  -0.286  0.566
C  0.046  -0.824  -0.609
C  0.630  0.278  -1.517
N  1.412  1.426  -0.873
N  -0.045  0.579  1.513
H  -1.546  -2.390  0.663
H  -1.629  0.264  0.120
H  -0.678  -1.319  -1.277
H  0.743  -1.531  -0.112
H  -0.239  0.723  -2.005
H  1.334  -0.119  -2.239
H  2.431  1.411  -0.970
H  1.053  1.395  0.112
H  1.215  2.310  -1.349
H  0.295  -0.050  2.257
H  -0.751  1.037  2.098



Entry from OMol25: an isolated ion of composition C4H11N2O2 and charge -1 (ωB97M-V/def2-TZVPD).

The multiplicity is 1. The SMILES is N[C@@H](CO)CNC[O-]. The net charge is -1. The calculation puts the largest force on an atom at 1.88 eV Å⁻¹. For the LUMO energy, the calculation gives 3.378 eV.

Element x y z (Å)
N  0.691  -2.197  0.096
C  -0.159  -1.035  -0.179
C  -1.292  -0.863  0.800
O  -2.643  -1.357  0.536
C  0.725  0.253  -0.233
N  -0.050  1.448  -0.402
C  0.937  2.696  -0.459
O  1.656  2.698  -1.558
H  0.459  -2.796  0.883
H  1.641  -1.974  0.401
H  -0.523  -1.238  -1.180
H  -1.577  0.204  0.841
H  -0.994  -1.445  1.720
H  -2.681  -2.236  0.148
H  1.332  0.322  0.678
H  1.396  0.014  -1.080
H  -0.682  1.452  -1.191
H  0.259  3.581  -0.278
H  1.506  2.474  0.457



Entry from OMol25: an isolated ion of composition C4H11N2O2 and charge +1 (ωB97M-V/def2-TZVPD).

The multiplicity is 1. The SMILES is C[C@@H](N=O)[C@](C)([NH3+])O. The net charge is +1. The calculation puts the largest force on an atom at 1.10 eV Å⁻¹. For the LUMO energy, the calculation gives -4.183 eV.

Element x y z (Å)
C  -1.921  -0.165  -0.472
C  -0.660  -0.627  0.271
N  -0.360  -1.974  -0.266
O  -0.707  -2.912  0.390
C  0.588  0.203  -0.101
C  1.769  -0.106  0.810
N  0.279  1.695  0.016
O  0.889  0.082  -1.447
H  -1.705  0.008  -1.524
H  -2.682  -0.940  -0.412
H  -2.339  0.728  -0.014
H  -0.836  -0.653  1.353
H  2.652  0.438  0.485
H  1.551  0.134  1.847
H  1.999  -1.168  0.752
H  -0.509  1.915  -0.609
H  0.070  1.984  0.978
H  1.106  2.203  -0.330
H  0.816  -0.844  -1.727



Entry from OMol25: a 2-piece molecular cluster, C4H11N2O5Si overall (ωB97M-V/def2-TZVPD).

The multiplicity is 1. The net charge is -1. The calculation puts the largest force on an atom at 0.74 eV Å⁻¹. For the LUMO energy, the calculation gives 2.846 eV.

Element x y z (Å)
C  2.184  -1.756  0.703
C  2.278  -0.330  0.198
O  3.045  -0.005  -0.668
O  1.542  0.596  0.874
C  0.152  0.298  1.101
Si  -0.884  -0.162  -0.434
C  -2.412  -1.156  0.079
N  -3.437  -0.315  0.737
H  2.866  -1.875  1.547
H  1.172  -2.009  1.014
H  2.479  -2.416  -0.112
H  -0.279  1.224  1.489
H  0.065  -0.443  1.907
H  -0.103  -0.974  -1.397
H  -1.345  1.062  -1.090
H  -2.166  -2.050  0.672
H  -2.849  -1.532  -0.852
H  -3.156  -0.087  1.682
H  -4.309  -0.826  0.793
N  1.294  3.192  -2.062
O  1.553  3.884  -1.057
O  2.077  3.162  -3.029
O  0.231  2.519  -2.094



Entry from OMol25: one molecule with the formula C4H11N2OS (ωB97M-V/def2-TZVPD).

The multiplicity is 2. The net charge is 0. The calculation puts the largest force on an atom at 2.47 eV Å⁻¹. For the LUMO energy (spin up / spin down), the calculation gives 0.696 / 0.063 eV.

Element x y z (Å)
O  0.028  1.394  -1.116
C  0.616  0.308  -0.360
N  -0.085  -0.863  -0.296
C  -1.131  -1.048  0.771
C  -2.027  0.192  0.817
S  -3.317  0.097  -0.510
C  2.093  0.434  -0.493
N  2.797  -0.778  0.140
H  -0.396  -1.248  -1.181
H  -0.615  -1.061  1.736
H  -1.561  -1.988  0.444
H  -1.368  1.002  0.513
H  -2.487  0.524  1.745
H  -2.645  0.812  -1.430
H  2.432  0.596  -1.519
H  2.418  1.314  0.073
H  0.446  2.154  -0.684
H  2.871  -0.511  1.124
H  1.935  -1.331  0.225



Entry from OMol25: an isolated ion of composition C4H11N2S and charge -1 (ωB97M-V/def2-TZVPD).

The multiplicity is 1. The SMILES is CNC[C@@H](N)C[S-]. The net charge is -1. The calculation puts the largest force on an atom at 1.37 eV Å⁻¹. For the LUMO energy, the calculation gives 3.591 eV.

Element x y z (Å)
C  1.984  -0.888  -1.410
N  0.613  -0.414  -1.470
C  0.326  0.629  -0.515
C  -1.052  0.478  0.237
N  -1.471  -0.926  0.206
C  -0.871  0.985  1.655
S  -2.327  1.307  2.700
H  2.688  -0.080  -1.323
H  2.112  -1.570  -0.558
H  2.259  -1.400  -2.320
H  0.032  -1.224  -1.302
H  0.383  1.643  -0.930
H  1.108  0.654  0.262
H  -1.748  1.034  -0.385
H  -2.465  -1.025  0.363
H  -1.045  -1.386  1.007
H  -0.292  1.907  1.649
H  -0.233  0.276  2.135



Entry from OMol25: a 2-piece molecular cluster, C4H11N2S overall (ωB97M-V/def2-TZVPD).

The multiplicity is 1. The net charge is -1. The calculation puts the largest force on an atom at 0.32 eV Å⁻¹. For the LUMO energy, the calculation gives 4.049 eV.

Element x y z (Å)
C  -3.165  -0.183  -1.171
C  -1.960  -0.770  -1.173
N  -1.397  -1.513  -0.183
H  -3.805  -0.231  -0.293
H  -3.529  0.348  -2.038
H  -1.316  -0.698  -2.045
H  -1.838  -1.486  0.721
H  -0.372  -1.608  -0.229
C  1.284  1.127  0.784
C  2.185  0.561  -0.306
S  1.841  -1.196  -0.640
N  1.387  0.440  2.069
H  0.253  1.027  0.439
H  1.482  2.195  0.935
H  3.236  0.680  -0.028
H  2.031  1.170  -1.204
H  2.258  0.691  2.523
H  1.424  -0.554  1.840



Entry from OMol25: an isolated ion of composition C4H11N2S and charge -1 (ωB97M-V/def2-TZVPD).

The multiplicity is 1. The SMILES is C[C@H](C[S-])NCN. The net charge is -1. The calculation puts the largest force on an atom at 0.59 eV Å⁻¹. For the LUMO energy, the calculation gives 3.765 eV.

Element x y z (Å)
C  1.646  0.515  0.846
C  0.161  0.282  0.968
C  -0.183  -1.205  1.038
S  0.547  -2.107  2.431
N  -0.581  1.051  -0.055
C  -0.447  0.761  -1.469
N  -0.987  -0.527  -1.964
H  1.847  1.595  0.862
H  2.170  0.010  1.659
H  2.045  0.054  -0.057
H  -0.240  0.662  1.907
H  -1.278  -1.267  1.140
H  0.157  -1.651  0.093
H  -1.572  0.965  0.142
H  0.603  0.821  -1.800
H  -0.969  1.577  -1.987
H  -1.784  -0.360  -2.558
H  -1.135  -1.175  -1.197